Computed, not measured: a structure of composition C38H29Cl4IN9O2RuS3, with wB97M-V/def2-TZVPD.

Structure (XYZ):
```
87
Properties=species:S:1:pos:R:3:forces:R:3
Ru 0.182 0.352 0.078 0.8519 -1.0518 -0.5545
S -0.703 -1.697 -0.715 0.1262 0.3637 -0.2093
C -0.028 -1.984 -2.301 -0.3978 -0.3873 0.2208
C -0.340 -3.162 -2.982 -0.0620 -0.0494 0.0403
C 0.197 -3.431 -4.229 -0.0608 -0.2334 -0.1002
C -0.131 -4.669 -4.895 0.0093 0.2332 0.0738
N -0.408 -5.657 -5.412 0.0245 0.0157 0.0346
C 1.059 -2.496 -4.823 0.1142 0.0013 -0.2416
C 1.364 -1.328 -4.143 0.0797 0.0561 0.0313
C 0.831 -1.067 -2.880 0.2133 0.4212 -0.3486
S 1.289 0.404 -2.050 -0.1320 0.2622 0.4442
C 1.625 -2.723 -6.130 -0.0900 0.0522 0.2209
N 2.086 -2.872 -7.172 -0.0050 -0.0102 0.0321
H -1.013 -3.877 -2.525 0.0220 0.0002 -0.0245
H 2.036 -0.608 -4.593 -0.0126 -0.0188 -0.0284
Cl -0.050 0.495 7.120 0.0110 0.0093 -0.0819
C -0.078 0.921 5.431 -0.0202 -0.0009 0.0857
C -0.082 2.233 5.062 -0.0059 0.0784 -0.1363
C -0.102 2.603 3.703 0.0171 0.1580 0.0565
I -0.220 4.613 3.193 0.0428 -0.0094 0.0250
C -0.066 1.659 2.690 0.1494 0.2723 -0.1982
O -0.019 1.924 1.414 0.1629 0.3666 -0.2514
C -0.114 0.302 3.098 0.0433 -0.3110 0.0029
N -0.165 -0.599 2.076 -0.2314 0.1639 -0.2261
C -0.220 -1.881 2.357 -0.0557 0.0186 0.2017
C -0.209 -2.361 3.679 -0.0053 -0.0042 -0.0869
C -0.151 -1.477 4.716 -0.0095 -0.0010 0.1009
C -0.115 -0.092 4.449 0.0278 -0.1317 0.0227
H -0.061 3.001 5.823 -0.0458 0.0064 -0.0236
H -0.283 -2.561 1.518 0.0206 -0.0238 0.0100
H -0.251 -3.427 3.857 -0.0048 0.0047 -0.0284
H -0.137 -1.820 5.741 -0.0197 0.0132 -0.0073
C 2.631 -4.401 2.363 0.0322 -0.1002 -0.0404
C 4.086 -3.948 2.320 -0.1784 0.1513 0.1081
C 4.452 -3.157 3.573 0.0299 -0.0068 -0.0141
C 4.385 -3.166 1.040 0.0770 0.0494 -0.0151
N 3.625 -1.920 0.910 0.1615 -0.1254 0.2700
C 2.430 -1.697 0.374 0.2888 -0.0563 -0.2462
N 2.147 -0.429 0.555 -0.5883 -0.2947 0.8050
N 3.172 0.117 1.239 -0.0972 -0.0311 -0.0313
N 4.068 -0.772 1.455 -0.1573 0.0473 -0.1877
H 2.447 -5.001 3.255 -0.0129 0.0048 -0.0266
H 2.369 -5.004 1.489 -0.0088 0.0225 0.0288
H 1.960 -3.542 2.403 -0.0131 0.0105 0.0132
H 4.725 -4.834 2.267 0.0182 0.0081 -0.0342
H 3.859 -2.244 3.654 -0.0040 -0.0266 0.0052
H 5.505 -2.870 3.572 -0.0283 0.0053 0.0081
H 4.261 -3.758 4.463 0.0233 0.0111 -0.0119
H 4.153 -3.775 0.168 0.0245 0.0504 -0.0775
H 5.435 -2.883 1.009 0.0173 0.0220 -0.0821
H 1.829 -2.417 -0.160 -0.0274 0.0571 0.0812
Cl 4.036 5.365 -5.644 -0.0468 0.0055 0.0066
C 2.551 5.372 -4.751 0.0367 0.0246 -0.0031
C 1.809 4.211 -4.637 -0.0386 -0.0808 0.0065
C 0.641 4.234 -3.893 0.0509 -0.0171 -0.0135
C 0.195 5.381 -3.239 -0.0344 0.0435 0.0186
C -1.007 5.371 -2.313 0.0741 -0.0667 -0.1104
C -2.114 4.374 -2.741 0.0308 -0.0940 0.0055
N -2.105 3.116 -2.000 -0.1122 0.1524 0.0777
C -3.216 2.492 -1.471 0.0088 0.0797 -0.1645
C -2.762 1.416 -0.782 0.1366 -0.2091 0.1177
N -1.390 1.381 -0.869 -0.0922 0.0593 0.3371
C -1.032 2.426 -1.587 -0.3494 -0.0307 -0.0860
O -0.706 5.089 -0.956 0.0789 0.0802 0.0688
C 0.636 5.001 -0.512 -0.0029 -0.0411 0.0312
C 1.251 6.304 -0.090 0.0810 -0.0545 0.0078
C 0.628 7.351 0.516 -0.0518 -0.0310 0.0662
Cl -1.039 7.520 0.907 0.0660 0.0063 -0.0250
S 1.703 8.629 0.903 -0.0286 0.0947 0.0345
C 3.031 7.764 0.266 0.0483 0.0098 -0.0472
C 2.650 6.558 -0.229 -0.0374 -0.0299 -0.0076
C 0.945 6.545 -3.428 0.0102 0.0139 -0.0439
Cl 0.434 8.069 -2.769 -0.0014 -0.0307 -0.0324
C 2.117 6.548 -4.168 0.0114 0.0720 0.0222
H 2.142 3.298 -5.111 -0.0034 0.0254 -0.0009
H 0.076 3.314 -3.826 -0.0111 -0.0054 0.0275
H -1.452 6.367 -2.353 -0.0432 0.0266 -0.0070
H -2.029 4.185 -3.810 -0.0932 -0.0453 -0.0288
H -3.088 4.821 -2.557 -0.0182 0.0204 0.0205
H -4.212 2.860 -1.642 0.0289 -0.0052 -0.0069
H -3.317 0.670 -0.240 0.0340 -0.0012 0.0032
H -0.023 2.687 -1.828 0.0448 0.0553 0.0487
H 1.280 4.544 -1.269 0.0111 -0.0081 0.0261
H 0.601 4.319 0.338 -0.0253 -0.0642 0.0437
H 4.018 8.197 0.288 -0.0333 -0.0367 -0.0185
H 3.334 5.850 -0.682 -0.0293 0.0400 0.0178
H 2.682 7.463 -4.283 -0.0143 -0.0209 -0.0015
```
Forces are in eV/Å.

Multiplicity = 2
HOMO-LUMO gap (spin up / spin down) = 7.10 / 6.49 eV
HOMO level (spin up / spin down) = -7.6 / -7.7 eV
Relative energy (zero: lowest compared OMol25 entry of this formula, charge and spin) = 37.3 kcal/mol
Total charge = 0

Computed, not measured: a structure of composition C38H29N2OS7V, with wB97M-V/def2-TZVPD.

Structure (XYZ):
```
78
Properties=species:S:1:pos:R:3:forces:R:3
V -0.036 1.092 0.367 1.3270 0.1615 -0.9444
S -0.045 2.834 1.836 -0.3806 0.5737 0.7967
C 1.297 3.741 1.216 0.3140 -0.0267 -0.0788
C 1.244 5.137 1.253 0.0019 -0.0912 -0.0038
C 2.252 5.900 0.705 0.0845 0.0203 -0.0259
C 3.346 5.285 0.110 0.1436 0.0617 -0.0713
C 3.444 3.904 0.110 0.0383 0.1337 -0.0221
C 2.432 3.133 0.661 0.1202 -0.0402 0.0980
S 2.613 1.360 0.782 -0.5421 0.0699 -0.4820
C 2.838 0.867 -0.968 0.3284 0.5214 0.1720
C 2.313 -0.503 -1.272 0.5790 -0.4412 -0.3829
C 3.063 -1.272 -2.156 -0.1280 0.0931 0.2050
C 2.574 -2.498 -2.562 -0.1128 0.0284 0.1722
C 1.392 -2.943 -2.010 0.1350 0.1617 0.0364
C 0.729 -2.150 -1.068 0.3380 -0.3955 -0.2863
C -0.388 -2.851 -0.345 -0.8011 0.0576 0.1646
S -1.900 -2.000 0.241 0.1375 -0.3066 -0.4435
C -2.491 -1.105 -1.137 -0.3051 -0.6043 0.1834
C -3.835 -0.899 -1.331 0.3702 -0.6230 0.2357
C -4.413 -0.050 -2.277 -0.2777 -0.1294 0.1160
C -3.838 1.000 -3.022 0.3181 0.6716 -0.3897
C -2.620 1.588 -2.863 -0.5428 0.1237 -0.2453
C -1.675 1.110 -1.851 0.1107 -0.0591 0.4964
S -0.051 1.885 -1.776 0.6195 0.4998 -0.9578
N 1.169 -0.936 -0.743 -0.2403 0.4966 0.2002
H 0.377 5.601 1.703 -0.0625 0.0385 -0.0209
H 2.184 6.980 0.732 0.0022 0.0242 -0.0222
H 4.126 5.880 -0.339 0.0765 0.0371 -0.0326
H 4.310 3.420 -0.321 0.0774 -0.0195 -0.0130
H 3.904 0.910 -1.206 -0.1574 -0.0296 -0.0598
H 2.295 1.609 -1.563 0.2130 -0.1545 0.0117
H 3.993 -0.889 -2.541 0.1278 0.0734 -0.0701
H 3.114 -3.095 -3.280 0.0018 -0.0603 -0.1042
H 0.983 -3.899 -2.294 -0.1122 -0.0456 -0.0107
H 0.017 -3.262 0.588 -0.0456 -0.0038 -0.1076
H -0.734 -3.680 -0.965 0.1651 0.0699 0.0521
H -4.500 -1.495 -0.719 -0.1311 -0.0410 -0.0005
H -5.469 -0.212 -2.448 -0.0471 0.0013 -0.0148
H -4.471 1.432 -3.789 -0.0173 -0.0951 -0.0071
H -2.287 2.392 -3.507 -0.1324 0.0521 -0.0506
S -2.199 1.402 -0.092 -0.8708 0.2877 0.1454
C -1.577 -0.395 -2.035 0.2116 -0.0248 -0.9108
N -1.060 -1.063 -2.965 -0.5364 -0.5307 1.3791
C -0.545 -0.798 -4.208 0.4799 0.3709 -0.9895
C 0.705 -0.268 -4.482 0.0516 0.1108 0.2790
C 1.176 -0.222 -5.786 0.3897 0.0970 0.0041
C 0.399 -0.701 -6.827 0.0322 0.0031 -0.1433
C -0.855 -1.220 -6.572 0.4123 0.1909 -0.1611
C -1.348 -1.284 -5.271 -0.7196 -0.2349 0.1930
S -2.909 -1.933 -4.938 -0.4596 -0.2414 -0.0617
H 1.310 0.112 -3.669 -0.0416 0.0185 -0.0514
H 2.158 0.186 -5.982 0.0738 0.0639 -0.0080
H 0.777 -0.670 -7.841 0.0289 0.0145 -0.0812
H -1.473 -1.601 -7.372 -0.0639 -0.0259 0.0007
O 0.332 -0.377 1.697 1.3485 -0.2595 -0.4316
S -0.939 -0.364 2.448 -1.6573 -0.8859 3.3039
C -0.936 -1.986 3.277 -0.1701 -0.1236 -0.3839
C 0.244 -2.706 3.349 0.1119 0.2815 -0.1493
C 0.246 -3.962 3.930 -0.0163 -0.0544 0.0623
C -0.931 -4.494 4.432 0.0025 -0.0321 0.0406
C -2.112 -3.774 4.344 -0.0101 -0.0558 0.1075
C -2.118 -2.519 3.761 0.0158 0.2096 -0.0700
C -0.478 0.465 3.999 0.0097 0.1503 -0.0524
C 0.849 0.757 4.251 0.1065 -0.1172 -0.0917
C 1.190 1.428 5.411 0.0209 -0.0856 -0.0222
C 0.205 1.805 6.309 -0.0338 0.0445 0.0916
C -1.124 1.512 6.047 -0.0361 0.0270 0.1106
C -1.469 0.841 4.886 0.0002 -0.0703 -0.2164
H 1.146 -2.273 2.942 0.1184 -0.0003 -0.0555
H 1.165 -4.527 3.990 0.0605 -0.0063 -0.0058
H -0.926 -5.472 4.892 -0.0231 -0.0644 -0.0049
H -3.030 -4.197 4.724 -0.0758 -0.0031 0.0083
H -3.032 -1.954 3.668 -0.2070 0.0228 -0.0294
H 1.599 0.483 3.522 0.0379 0.0193 -0.0254
H 2.225 1.669 5.607 0.0772 0.0212 0.0046
H 0.473 2.338 7.210 -0.0048 0.0347 0.0462
H -1.893 1.819 6.741 -0.0578 0.0114 0.0364
H -2.500 0.623 4.652 -0.1993 0.0318 0.0403
```
Forces are in eV/Å.

Multiplicity = 4
HOMO-LUMO gap (spin up / spin down) = 4.73 / 4.69 eV
HOMO level (spin up / spin down) = -2.7 / -2.7 eV
Relative energy (zero: lowest compared OMol25 entry of this formula, charge and spin) = 148.1 kcal/mol
Total charge = -1